(1)
The following is a DFT calculation (ωB97M-V/def2-TZVPD) of a molecular structure, C33H41ErN5Se in a non-equilibrium geometry.

Structure (ORCA input):
```
! RIJCOSX wB97M-V def2-TZVPD def2/J DEFGRID3
* xyz -1 4
Er 0.24574 -0.89514 0.03606
N 1.26583 -3.33523 4.28007
N -0.09894 -2.71123 -1.83859
C 1.16359 1.47812 -0.09644
C 2.26541 0.61742 0.22610
C 2.30670 0.46721 1.66535
C 3.34921 -0.10648 2.43376
H 4.27929 -0.35241 1.91886
H 2.99485 -1.72517 3.05369
H 3.41929 0.23177 3.47563
C 1.11496 1.07528 2.18843
C 0.77781 1.13486 3.62738
H 1.31110 1.94059 4.16318
H 1.03312 0.18506 4.11916
H -0.29586 1.30710 3.77472
C 0.47038 1.76406 1.13760
C -0.52271 2.84474 1.35436
H -1.40323 2.46804 1.89093
H -0.86833 3.27932 0.40977
H -0.10081 3.66826 1.96005
C 3.36875 0.19246 -0.66712
H 4.23067 0.87952 -0.58080
H 3.05814 0.18569 -1.72215
H 3.72345 -0.81701 -0.40707
C 1.04924 2.26829 -1.34846
H 0.01213 2.56323 -1.55110
H 1.41504 1.70958 -2.21990
H 1.65072 3.19453 -1.27650
C 0.22795 -4.04809 4.74479
H 0.13471 -4.21310 5.81745
C -0.77715 -4.61467 3.92708
H -1.52691 -5.26789 4.38527
C -0.69340 -4.35915 2.56099
H -1.44452 -4.74189 1.89615
C 0.37835 -3.65452 2.03115
H 0.46956 -3.41351 0.96354
C 1.42557 -3.18207 2.93313
C 2.52297 -2.46331 2.41371
H 2.88554 -2.65560 1.37703
C -0.45012 -1.50540 -2.25986
C 0.68884 -3.34541 -2.82875
H 1.21878 -4.30134 -2.73456
C 0.69860 -2.53581 -3.91681
H 1.13378 -2.59500 -4.90509
N 0.07430 -1.34181 -3.55635
C 0.07144 -0.10547 -4.21108
C 1.12234 0.34729 -5.03946
C 0.96173 1.57284 -5.73023
H 1.76764 1.92635 -6.37452
C -0.17166 2.36550 -5.54851
C -0.38510 3.60334 -6.38462
H -0.93987 4.36597 -5.82652
H -0.97848 3.35700 -7.27618
H 0.56293 4.03492 -6.72759
C -1.11031 2.00086 -4.57986
H -1.92916 2.67704 -4.33341
C -1.00035 0.75836 -3.91455
C -1.97468 0.45649 -2.83831
H -2.09245 -0.63793 -2.61571
H -2.96121 0.88006 -3.06492
H -1.63217 0.93449 -1.89964
C 2.43917 -0.34397 -5.08325
H 2.39392 -1.36935 -5.46478
H 2.89743 -0.35677 -4.08163
H 3.11821 0.20280 -5.74511
C -1.71972 -1.36652 4.38573
N -2.50136 -0.20631 4.01458
C -3.09634 0.68550 4.89389
C -3.75715 1.60815 4.13709
N -3.56064 1.25922 2.81053
C -4.13581 1.98618 1.69348
C -2.72754 0.17622 2.72116
Se -2.11557 -0.66257 1.15749
H -0.68595 -1.28876 4.01769
H -2.14834 -2.28434 3.96544
H -1.70426 -1.43817 5.47973
H -2.99425 0.59180 5.95407
H -4.32817 2.46690 4.41666
H -5.21822 2.08985 1.84731
H -3.69968 2.99336 1.63206
H -3.94880 1.44577 0.75714
*
```

Properties
Gap between HOMO and LUMO (spin up / spin down) in eV: 4.4 / 4.2
E_HOMO (spin up / spin down) in eV: -2.19 / -1.90
<S²>: 3.81
E_LUMO (spin up / spin down) in eV: 2.24 / 2.25

Atomic partial charges in e from the Löwdin method, atoms 1 to 2: 0.789 0.049

---

(2)
The following is a DFT calculation (ωB97M-V/def2-TZVPD) of a molecular structure, C33H41IN2PRhS3SbSi2.

Structure (ORCA input):
```
! RIJCOSX wB97M-V def2-TZVPD def2/J DEFGRID3
* xyz 0 6
Rh -0.44988 -1.16375 0.09331
S -1.01400 -5.83322 1.00010
Sb -2.03947 -3.82650 1.58641
S -0.23634 -2.47485 2.36943
S -2.17587 -2.66508 -0.53635
I 1.98396 -0.12749 0.81767
C 1.84544 0.03835 2.91673
C 3.00780 -0.35446 3.51537
C 3.22498 -0.14520 4.88997
C 2.28214 0.51509 5.60818
C 1.06125 0.92181 5.01431
C 0.14123 1.64110 5.81098
C -1.04254 2.06531 5.29680
C -1.38073 1.69797 3.98437
C -0.55029 0.96036 3.17485
P -1.38979 0.43168 1.60845
C -2.99977 -0.21511 2.17607
C -3.18908 -0.75385 3.44685
C -4.37948 -1.39224 3.76732
C -5.38930 -1.50708 2.82354
C -5.19965 -0.99808 1.54688
C -4.00517 -0.37541 1.22137
C -1.77076 2.11648 0.95178
C -3.03489 2.70201 0.92058
C -3.21554 3.96805 0.37202
C -2.13768 4.66850 -0.14640
C -0.86925 4.10129 -0.10607
C -0.68977 2.84052 0.44020
C 0.76566 0.62785 3.64556
H 3.78608 -0.81418 2.92097
H 4.15196 -0.47125 5.34335
H 2.44566 0.74866 6.65330
H 0.40950 1.85473 6.83917
H -1.73625 2.64335 5.89333
H -2.35889 1.97873 3.61380
H -2.40005 -0.69372 4.18284
H -4.50853 -1.81588 4.75519
H -6.31150 -2.01594 3.07317
H -5.97078 -1.10953 0.79529
H -3.83715 -0.04341 0.20363
H -3.88712 2.17537 1.32584
H -4.20460 4.40946 0.36101
H -2.28007 5.65392 -0.57197
H -0.01713 4.64169 -0.50005
H 0.30345 2.40492 0.45761
C 1.72249 1.78278 -2.68002
Si 2.90916 0.34288 -2.89200
C 3.11834 0.00912 -4.72626
C 4.56937 0.78076 -2.14973
C 2.20947 -1.20355 -2.12691
Si 2.90407 -2.93167 -2.02805
C 4.58216 -2.88601 -1.20193
C 3.09522 -3.61691 -3.76191
C 1.73059 -4.01924 -1.05757
H 2.26046 2.73425 -2.63602
H 1.13672 1.68166 -1.76347
H 1.01686 1.82557 -3.51494
H 3.40676 0.91894 -5.26201
H 2.17843 -0.35435 -5.15103
H 3.88621 -0.74787 -4.90554
H 4.94832 1.71241 -2.57903
H 5.30629 -0.00393 -2.34233
H 4.49496 0.91209 -1.06690
H 1.13183 -1.15582 -1.95616
H 5.29343 -2.27789 -1.76781
H 4.99243 -3.89558 -1.11602
H 4.50235 -2.46541 -0.19546
H 3.78219 -3.02112 -4.36808
H 2.13126 -3.65446 -4.27636
H 3.48728 -4.63701 -3.70804
H 1.16104 -3.43692 -0.32571
H 2.25992 -4.79076 -0.49199
H 1.00562 -4.51763 -1.70617
C -3.20487 2.02965 -4.02089
N -2.28798 1.03460 -3.49328
C -1.75474 -0.03364 -4.17431
C -1.00039 -0.71417 -3.26818
N -1.06042 -0.08194 -2.04633
C -1.84745 0.95574 -2.22034
H -3.03005 2.14854 -5.08688
H -3.02946 2.98344 -3.52790
H -4.24038 1.73101 -3.86168
H -1.96130 -0.21403 -5.21586
H -0.43559 -1.62044 -3.41359
H -2.10843 1.68591 -1.47009
*
```

Properties
Gap between HOMO and LUMO (spin up / spin down) in eV: 6.4 / 5.6
Energy above the lowest of the compared OMol25 structures with the same formula, charge and spin in kJ/mol: 86.94
E_HOMO (spin up / spin down) in eV: -6.49 / -6.97
<S²>: 8.78
E_LUMO (spin up / spin down) in eV: -0.13 / -1.39

Atomic partial charges in e from the Löwdin method, atoms 1 to 2: 0.110 -0.141

---

(3)
The following is a DFT calculation (ωB97M-V/def2-TZVPD) of a molecular structure, C33H41NO10P4S3W.

Structure (ORCA input):
```
! RIJCOSX wB97M-V def2-TZVPD def2/J DEFGRID3
* xyz 0 3
W 1.03558 0.23570 -0.86511
S 3.02612 0.19831 0.78624
P 1.58420 -0.68234 1.88367
C 0.25219 -0.42706 0.78286
P -1.60166 1.31415 0.83741
S -0.29538 2.33025 -0.30014
C -3.15061 0.97138 0.00590
C -3.56865 1.76584 -1.05535
C -4.77149 1.49024 -1.68839
C -5.55617 0.43198 -1.25701
C -5.13662 -0.36556 -0.19910
C -3.92833 -0.10787 0.42601
C -1.92545 2.20134 2.37143
C -0.90823 2.97350 2.92976
C -1.11016 3.60650 4.14473
C -2.32229 3.46934 4.80793
C -3.33581 2.69944 4.25583
C -3.14126 2.06805 3.03652
C 1.90785 -2.43009 2.20865
C 2.06725 -2.94831 3.48921
C 2.31489 -4.30448 3.65931
C 2.41036 -5.13678 2.55466
C 2.26305 -4.61734 1.27316
C 2.01115 -3.26766 1.09593
C 1.29184 0.08786 3.48941
C 2.18844 1.00518 4.02377
C 1.93422 1.57551 5.26414
C 0.78391 1.23808 5.96148
C -0.12134 0.33175 5.42302
C 0.13053 -0.24447 4.18930
H -2.94073 2.57669 -1.40247
H -5.08704 2.09664 -2.52649
H -6.49339 0.21843 -1.75437
H -5.74572 -1.19827 0.12848
H -3.57981 -0.74803 1.22677
H 0.03350 3.08187 2.40663
H -0.31901 4.20755 4.57282
H -2.47988 3.96908 5.75524
H -4.28410 2.59991 4.76762
H -3.94345 1.48654 2.59806
H 2.00114 -2.30087 4.35417
H 2.43816 -4.70712 4.65628
H 2.60944 -6.19222 2.69002
H 2.35679 -5.26061 0.40754
H 1.91240 -2.85631 0.09692
H 3.07757 1.27034 3.46464
H 2.63671 2.28373 5.68423
H 0.58643 1.68748 6.92656
H -1.02498 0.07905 5.96247
H -0.57255 -0.95288 3.76771
N 0.08521 -2.95968 -4.03910
C 0.81335 -1.64350 -4.21301
C 1.23167 -1.56604 -5.67987
P 2.29948 -1.86338 -3.12915
O 3.36125 -0.82416 -3.67845
O 2.69528 -3.27563 -3.31860
O 1.88836 -1.44285 -1.71893
P -0.47727 -0.35832 -3.82734
O -0.06928 0.88886 -4.68198
O -1.74214 -0.99456 -4.27253
O -0.37995 -0.00976 -2.34248
H 0.75958 -3.71541 -4.19984
H -0.72300 -2.95917 -4.66602
H -0.29244 -3.05694 -3.07475
H 1.88638 -2.40243 -5.93506
H 1.77317 -0.64147 -5.85831
H 0.35389 -1.57328 -6.33044
H 3.20711 0.05203 -3.26298
H 0.44223 1.61339 -4.21010
C 4.17858 3.79722 -2.85106
C 2.90331 3.64540 -2.03204
C 2.11246 4.94478 -1.98259
O 3.33180 3.26205 -0.73304
C 2.06571 2.53455 -2.69358
O 1.23092 2.82346 -3.54825
O 2.30384 1.31996 -2.30965
H 4.79611 4.57737 -2.40547
H 3.94487 4.07223 -3.87953
H 4.73941 2.86268 -2.84312
H 2.72884 5.71459 -1.51804
H 1.20175 4.81971 -1.39226
H 1.82054 5.26289 -2.98154
H 2.56883 3.01980 -0.19362
C -1.60108 -4.31384 -0.08099
S -1.53295 -2.82193 -1.08864
C -3.14795 -2.90818 -1.88336
O -1.06691 -0.11629 1.28996
H -2.40254 -4.23717 0.65351
H -0.64977 -4.39395 0.44378
H -1.75037 -5.20376 -0.69185
H -3.27369 -3.85264 -2.41421
H -3.18377 -2.08494 -2.59732
H -3.94047 -2.79512 -1.14620
*
```

Properties
Gap between HOMO and LUMO (spin up / spin down) in eV: 7.0 / 7.7
Energy above the lowest of the compared OMol25 structures with the same formula, charge and spin in kJ/mol: 0.00
E_HOMO (spin up / spin down) in eV: -6.94 / -7.84
<S²>: 2.04
E_LUMO (spin up / spin down) in eV: 0.06 / -0.10

Atomic partial charges in e from the Löwdin method, atoms 1 to 2: 1.161 0.397

---

(4)
The following is a DFT calculation (ωB97M-V/def2-TZVPD) of a molecular structure, C33H41NO10P4S3W.

Structure (ORCA input):
```
! RIJCOSX wB97M-V def2-TZVPD def2/J DEFGRID3
* xyz 0 3
W -1.20261 -0.18456 0.27855
S -1.28322 1.31243 -1.81776
P 0.71836 1.32259 -1.43477
C 0.86245 0.65494 0.09803
P 0.82587 1.43432 1.57117
S -1.11213 1.86326 1.90876
C 1.39935 0.25765 2.84835
C 0.88196 0.27284 4.14109
C 1.36155 -0.61649 5.09451
C 2.36023 -1.52442 4.76009
C 2.86290 -1.55795 3.46428
C 2.37824 -0.67383 2.50853
C 1.91392 2.86750 1.79631
C 1.47693 3.98307 2.49912
C 2.31508 5.07872 2.65140
C 3.58403 5.06377 2.09098
C 4.02085 3.95118 1.38281
C 3.19039 2.85163 1.23990
C 1.45251 2.96165 -1.66852
C 0.81555 4.05739 -1.08958
C 1.41053 5.30725 -1.12739
C 2.64243 5.46898 -1.74961
C 3.27710 4.38252 -2.33249
C 2.68625 3.12691 -2.29053
C 1.48466 0.26135 -2.68138
C 1.31684 0.52939 -4.03769
C 1.85393 -0.32726 -4.98243
C 2.55330 -1.45807 -4.57461
C 2.71185 -1.72945 -3.22569
C 2.17532 -0.87127 -2.27545
H 0.08187 0.96027 4.38703
H 0.95226 -0.60262 6.09657
H 2.74278 -2.20779 5.50840
H 3.62621 -2.27681 3.19348
H 2.72449 -0.71863 1.48268
H 0.47384 3.99848 2.90993
H 1.97334 5.94757 3.19927
H 4.23350 5.92301 2.20039
H 5.00652 3.94418 0.93541
H 3.52209 1.98599 0.67751
H -0.14028 3.91704 -0.59562
H 0.91874 6.15455 -0.66714
H 3.10805 6.44603 -1.77895
H 4.23565 4.50997 -2.81923
H 3.18446 2.27681 -2.73959
H 0.75287 1.40064 -4.35316
H 1.72018 -0.12209 -6.03683
H 2.96306 -2.13382 -5.31452
H 3.24024 -2.62022 -2.91046
H 2.25486 -1.08076 -1.21539
N 0.05386 -3.11860 3.19534
C -0.91273 -3.58611 2.11729
C -1.27175 -5.04039 2.36813
P -2.32218 -2.42618 2.49350
O -3.52429 -2.82463 1.55653
O -2.56501 -2.66175 3.93234
O -1.75746 -1.06636 2.09813
P -0.02229 -3.34480 0.52820
O 1.45355 -3.88585 0.97184
O -0.54258 -4.19937 -0.56149
O 0.15007 -1.85177 0.39302
H -0.48323 -3.07636 4.07482
H 0.38313 -2.16494 2.98752
H 0.87264 -3.72361 3.25391
H -1.75349 -5.15508 3.34026
H -0.38874 -5.68293 2.31717
H -1.96567 -5.36695 1.59611
H -3.36888 -2.44097 0.66052
H 1.68573 -4.63668 0.41134
C -2.38980 -1.40425 -4.19458
C -2.17647 -2.29043 -2.98062
C -2.73912 -3.69668 -3.22264
O -0.79314 -2.33635 -2.74559
C -2.94821 -1.73421 -1.76795
O -4.13228 -1.45771 -1.85324
O -2.31352 -1.70561 -0.60894
H -1.92059 -1.87645 -5.05863
H -1.92617 -0.43163 -4.03312
H -3.45348 -1.26954 -4.38385
H -2.23993 -4.12850 -4.09030
H -3.81191 -3.64874 -3.40968
H -2.55261 -4.33788 -2.35905
H -0.63904 -2.99740 -2.04416
C -5.73145 0.54877 -0.08199
S -4.13193 1.13059 -0.59441
C -4.25213 2.83364 -0.07029
O -3.22089 0.52476 0.48108
H -5.84438 0.72671 0.98623
H -5.74459 -0.51214 -0.31742
H -6.49207 1.07392 -0.65893
H -4.97974 3.34495 -0.70039
H -3.26057 3.26046 -0.21228
H -4.53581 2.86923 0.98050
*
```

Properties
Gap between HOMO and LUMO (spin up / spin down) in eV: 7.3 / 7.8
Energy above the lowest of the compared OMol25 structures with the same formula, charge and spin in kJ/mol: 69.06
E_HOMO (spin up / spin down) in eV: -6.95 / -7.47
<S²>: 2.01
E_LUMO (spin up / spin down) in eV: 0.36 / 0.33

Atomic partial charges in e from the Löwdin method, atoms 1 to 2: 1.319 0.389

---

(5)
The following is a DFT calculation (ωB97M-V/def2-TZVPD) of 5 unconnected molecules or ions with the total composition C33H42F2N6O4 in a non-equilibrium geometry.

Structure (ORCA input):
```
! RIJCOSX wB97M-V def2-TZVPD def2/J DEFGRID3
* xyz 0 1
C 0.48332 0.77100 2.75987
C -0.21304 -0.14460 1.58238
F 0.83808 -1.14935 1.17470
C -1.60092 -0.89658 2.02839
C -2.90246 -0.56525 1.08566
C -3.21683 1.04030 1.36866
C -4.77494 1.47322 1.09881
C -5.19509 2.95246 1.66874
C -3.99102 4.06486 1.67253
N -3.52223 4.28060 3.10369
O -3.97913 -1.43984 1.65854
C -4.95312 -1.88984 0.61081
O -6.16441 -2.35885 0.92242
O -4.33017 -1.69005 -0.73900
C -2.97503 -1.12653 -0.45291
F -3.06591 0.16747 -1.22817
C -1.66320 -1.81741 -1.14984
C -1.22377 -3.26961 -0.53302
C -2.43221 -4.13046 0.16307
N -2.42254 -4.51471 1.65746
O -3.49998 -4.60639 -0.53253
H 0.04740 1.87762 2.74176
H 1.64508 0.90015 2.52534
H 0.43611 0.28961 3.83760
H -0.39315 0.52784 0.62504
H -1.81636 -0.64955 3.16766
H -1.41946 -2.07521 1.98062
H -2.48085 1.75410 0.75724
H -2.99412 1.23029 2.51803
H -4.93137 1.51952 -0.08398
H -5.57444 0.70351 1.49297
H -6.04027 3.37950 0.94337
H -5.73046 2.81711 2.71537
H -3.12654 3.86876 0.90834
H -4.49193 5.09670 1.34143
H -4.04969 3.69713 3.78939
H -2.51882 3.99283 3.11750
H -1.81518 -1.91368 -2.31600
H -0.73180 -1.08433 -1.01391
H -0.30115 -3.22950 0.20904
H -0.84350 -3.92169 -1.45797
H -3.19213 -5.24043 1.77611
H -1.53863 -5.09993 1.75514
C 5.29757 -1.62065 4.17488
C 4.36647 -1.16362 5.10152
C 3.73286 0.04356 4.85369
N 3.96960 0.80656 3.76413
C 4.87992 0.33776 2.88322
C 5.56159 -0.85811 3.04177
H 5.81343 -2.56304 4.33435
H 4.13915 -1.73382 5.99508
H 2.99590 0.44120 5.54537
H 5.05378 0.97042 2.01730
H 6.28121 -1.18685 2.30059
C -2.96847 3.08254 -4.02147
C -2.47913 3.84239 -5.07866
C -1.18133 3.61201 -5.50621
N -0.35992 2.69311 -4.95280
C -0.86231 1.97196 -3.92712
C -2.14714 2.12697 -3.43205
H -3.98131 3.23379 -3.65962
H -3.09358 4.59563 -5.55860
H -0.75477 4.17712 -6.32983
H -0.18169 1.24178 -3.49828
H -2.49889 1.51831 -2.60678
C 6.19757 -7.64954 5.64436
C 5.26647 -7.19251 6.57101
C 4.63286 -5.98533 6.32318
N 4.86960 -5.22233 5.23362
C 5.77992 -5.69112 4.35271
C 6.46159 -6.88700 4.51126
H 6.71343 -8.59193 5.80384
H 5.03915 -7.76271 7.46457
H 3.89590 -5.58769 7.01486
H 5.95378 -5.05847 3.48678
H 7.18121 -7.21574 3.77008
C 2.80954 4.64822 -9.97397
C 2.04432 3.63017 -9.41495
C 0.79263 3.95025 -8.91399
N 0.27196 5.19680 -8.93316
C 1.03888 6.16462 -9.48053
C 2.29985 5.94207 -10.01000
H 3.79500 4.43537 -10.37799
H 2.41337 2.61179 -9.37076
H 0.15609 3.19006 -8.47062
H 0.59876 7.15790 -9.48182
H 2.87106 6.75733 -10.43936
*
```

Properties
Gap between HOMO and LUMO in eV: 9.5
E_HOMO in eV: -9.25
E_LUMO in eV: 0.29
Structure (SMILES): C[C@@H](F)C[C@]1(CCCCN)OC(=O)O[C@]1(F)CCC(N)=O.c1ccncc1.c1ccncc1.c1ccncc1.c1ccncc1

Atomic partial charges in e from the Löwdin method, atoms 1 to 2: -0.071 -0.254